# 1
Computed, not measured: C4H6N2OS in the gas phase, with ωB97M-V/def2-TZVPD.

Element x y z (Å)
O1 -2.535 -0.874 -0.110
N1 -1.222 -0.429 -0.375
C1 -1.108 0.927 -0.786
N2 -0.305 1.662 -0.146
C2 0.231 0.925 0.936
C3 0.912 -0.300 0.774
S1 2.220 -0.498 -0.501
C4 -0.498 -0.517 0.829
H1 -2.444 -1.809 -0.523
H2 -1.648 1.101 -1.702
H3 0.342 1.580 1.807
H4 1.250 -0.387 1.887
H5 1.720 0.649 -0.996
H6 -1.004 -1.025 1.563

Computed properties:
* energy: -20103.989 eV
* E_HOMO: -9.23 eV
* relative energy (zero: lowest compared OMol25 entry of this formula, charge and spin): 123.44 kcal/mol
* SMILES: ON1C=N[C@@H]2[C@H](S)[C@@H]21
* 2S+1: 1

natural (NBO) population analysis, charges in e, atoms 1 to 5: -0.55 -0.17 0.23 -0.43 -0.10

# 2
Computed, not measured: C4H6N2OS in the gas phase, with ωB97M-V/def2-TZVPD.

Element x y z (Å)
H1 3.092 0.217 -0.533
N1 2.520 -0.516 -0.068
C1 1.283 -0.402 -0.039
C2 0.365 0.891 -0.305
C3 -1.120 0.756 0.248
C4 -2.019 -0.435 0.025
O1 -3.176 -0.292 -0.087
S1 -0.960 -1.724 -0.290
N2 0.541 -1.526 0.417
H2 0.324 0.984 -1.539
H3 0.845 1.711 0.179
H4 -1.586 1.849 -0.089
H5 -1.277 0.866 1.425
H6 1.170 -2.380 0.656

Computed properties:
* energy: -20105.739 eV
* E_HOMO: -9.03 eV
* relative energy (zero: lowest compared OMol25 entry of this formula, charge and spin): 83.08 kcal/mol
* SMILES: [H]/N=C1\CCC(=O)SN1
* 2S+1: 1

natural (NBO) population analysis, charges in e, atoms 1 to 5: 0.36 -0.71 0.46 -0.48 -0.54